Record 1
This record from the OMol25 dataset describes C25H23F12N3O5PdS as an isolated structure at a distorted geometry. The level of theory is ωB97M-V/def2-TZVPD.

Results
Electronic energy in eV: -87929.2925
Gap between HOMO and LUMO (alpha / beta) in eV: 8.3 / 6.9
Relative energy (zero: lowest compared OMol25 entry of this formula, charge and spin) in kcal/mol: 0.0
E_HOMO (alpha / beta) in hartree: -0.297 / -0.325
Multiplicity: 5

Geometry as XYZ:
```
70
Properties=species:S:1:pos:R:3:lowdin_charge:R:1
Pd -0.30249 1.57601 -0.65205 1.141
C -3.94230 -3.09346 2.69696 -0.044
C -2.89829 -2.43361 1.83816 -0.252
C -1.54571 -2.53182 2.13326 -0.029
C -0.60967 -1.92778 1.32008 -0.012
C -0.99155 -1.18408 0.19544 -0.230
N 0.01162 -0.55211 -0.53186 0.081
C 1.04187 -1.24097 -1.05158 -0.184
C 0.90830 -2.64678 -1.23962 0.012
C 1.87797 -3.39763 -1.84515 -0.021
C 3.04869 -2.79757 -2.30988 -0.230
C 4.10222 -3.59666 -3.01594 -0.036
C 3.19789 -1.41981 -2.13525 0.025
C 2.25322 -0.62257 -1.51943 -0.015
C 2.53958 0.89042 -1.34038 -0.359
O 1.81142 1.50535 -0.37832 -0.270
C 4.02496 1.12355 -0.90785 -0.544
F 4.94749 0.90936 -1.86302 0.143
F 4.20864 2.37269 -0.47858 0.165
F 4.32942 0.30452 0.12332 0.143
C 2.29755 1.57846 -2.72061 -0.545
F 0.98187 1.49323 -3.02062 0.128
F 2.95843 0.99581 -3.73719 0.155
F 2.62740 2.86480 -2.70145 0.187
C -2.36370 -1.03845 -0.09901 -0.043
C -3.27529 -1.69518 0.71967 0.022
C -2.82549 -0.24564 -1.34596 -0.370
O -2.10352 0.85645 -1.64809 -0.200
C -2.78586 -1.23215 -2.55526 -0.546
F -3.34273 -0.70573 -3.64821 0.174
F -3.41918 -2.39531 -2.29834 0.148
F -1.51377 -1.53491 -2.84828 0.165
C -4.30872 0.24280 -1.18242 -0.532
F -4.46981 0.84782 0.03600 0.104
F -4.61626 1.17703 -2.08871 0.156
F -5.25498 -0.69952 -1.26206 0.158
H -3.48517 -3.73840 3.44671 0.075
H -4.61872 -3.69902 2.09171 0.084
H -4.54735 -2.34719 3.21693 0.085
H -1.22052 -3.09409 3.00185 0.114
H 0.44772 -2.00501 1.54451 0.124
H -0.02123 -3.11337 -0.94288 0.121
H 1.72282 -4.46115 -1.98855 0.121
H 4.22180 -4.57979 -2.55911 0.082
H 5.06324 -3.08403 -3.00241 0.082
H 3.82260 -3.75240 -4.06141 0.093
H 4.10888 -0.97178 -2.50427 0.120
H -4.33215 -1.64987 0.49225 0.121
N -2.47826 2.93455 0.05818 0.107
N -2.64983 3.67438 -1.00753 0.105
C -1.34860 4.20742 -1.67897 -0.660
O -1.57520 4.89651 -2.63813 0.096
O -0.33505 3.80170 -1.07936 -0.061
H -3.24496 2.33162 0.33264 0.114
H -1.91117 3.34359 0.79054 0.119
H -3.31153 3.26984 -1.66786 0.144
O -0.23192 1.83042 1.57529 -0.604
S 1.03881 2.55834 1.99518 1.014
C 0.63331 3.05329 3.72453 -0.292
C 1.49833 2.23347 4.67929 -0.232
C 1.72034 0.89177 3.99287 -0.231
C 2.14333 1.23372 2.57498 -0.307
H -0.42276 2.80045 3.82547 0.091
H 0.75862 4.13102 3.82436 0.086
H 1.01530 2.13292 5.65162 0.115
H 2.45870 2.72978 4.83854 0.115
H 0.78877 0.31994 3.97125 0.114
H 2.47606 0.28946 4.49780 0.117
H 2.05923 0.44343 1.83593 0.078
H 3.15734 1.64190 2.53029 0.105
```



Record 2
This record from the OMol25 dataset describes a 2-piece molecular cluster, C25H23N5O5 overall at a distorted geometry. The level of theory is ωB97M-V/def2-TZVPD.

Results
SMILES string: O=[N+]([O-])c1cc([N+](=O)[O-])c2nonc2c1.C(=C(/c1ccccc1)N1CCCCC1)/c1ccccc1
Electronic energy in eV: -43976.8196
Gap between HOMO and LUMO in eV: 4.7
Relative energy (zero: lowest compared OMol25 entry of this formula, charge and spin) in kcal/mol: 211.8
E_HOMO in hartree: -0.275

Geometry as XYZ:
```
58
Properties=species:S:1:pos:R:3:lowdin_charge:R:1
O -1.11255 1.57773 5.00629 0.083
N -0.58846 1.78168 3.89138 -0.307
O -1.25825 2.10100 2.88157 0.066
C 0.84604 1.63887 3.76688 -0.096
C 1.64354 1.60112 4.94152 0.110
C 3.03407 1.53795 4.84188 -0.046
N 3.84874 1.39373 6.03158 -0.310
O 5.08871 1.34093 5.94997 0.091
O 3.24480 1.31640 7.12529 0.062
C 3.63800 1.52628 3.51393 -0.137
N 4.94353 1.56668 3.15446 0.175
O 4.92185 1.51236 1.77814 -0.036
N 3.60060 1.39933 1.24141 0.187
C 2.81415 1.45894 2.35392 -0.199
C 1.41552 1.53646 2.47993 0.124
H 1.17077 1.63231 5.92147 0.137
H 0.82167 1.55296 1.57152 0.109
C -0.40148 -2.05972 -1.29053 -0.008
C -1.15250 -0.91372 -1.39828 -0.199
C -0.52739 0.43687 -1.57984 -0.199
C 0.38410 0.68237 -2.61978 -0.024
C 0.96673 1.94094 -2.76184 -0.068
C 0.67484 2.95683 -1.84635 -0.084
C -0.23199 2.71715 -0.80877 -0.092
C -0.85484 1.47335 -0.69090 -0.056
N -2.54187 -0.96026 -1.40157 -0.085
C -3.17192 -2.23018 -1.04781 -0.184
C -4.67355 -2.09685 -0.78822 -0.184
C -5.37009 -1.42412 -1.96228 -0.210
C -4.72426 -0.08868 -2.30573 -0.183
C -3.20526 -0.15303 -2.43372 -0.155
C 1.04661 -2.08072 -1.29597 -0.240
C 1.79535 -1.16180 -0.52504 -0.045
C 3.17196 -1.07184 -0.67870 -0.084
C 3.84528 -1.92479 -1.56681 -0.088
C 3.11882 -2.88806 -2.27986 -0.095
C 1.74579 -3.00511 -2.10360 -0.046
H -0.90562 -3.02835 -1.31263 0.101
H 0.63610 -0.12561 -3.31042 0.129
H 1.66152 2.11764 -3.58441 0.107
H 1.15752 3.93497 -1.93493 0.104
H -0.46253 3.48939 -0.07265 0.105
H -1.56116 1.29291 0.12389 0.118
H -3.03571 -2.96506 -1.86332 0.127
H -2.68166 -2.63477 -0.15173 0.125
H -5.06833 -3.10626 -0.63631 0.111
H -4.84848 -1.53980 0.13957 0.117
H -5.31377 -2.08715 -2.83251 0.114
H -6.42545 -1.26385 -1.73317 0.108
H -5.09640 0.28497 -3.26400 0.112
H -4.97899 0.66130 -1.54877 0.115
H -2.79831 0.86543 -2.39827 0.117
H -2.95293 -0.55876 -3.43491 0.133
H 1.27810 -0.49662 0.16632 0.100
H 3.70631 -0.30845 -0.11479 0.062
H 4.92709 -1.84261 -1.67787 0.098
H 3.62645 -3.54544 -2.98863 0.101
H 1.16914 -3.76726 -2.63597 0.112
```



Record 3
This record from the OMol25 dataset describes C25H23N7O2ReS as an isolated structure at a distorted geometry. The level of theory is ωB97M-V/def2-TZVPD.

Results
Net charge: +2
Electronic energy in eV: -53776.7751
Gap between HOMO and LUMO (alpha / beta) in eV: 6.2 / 6.3
Relative energy (zero: lowest compared OMol25 entry of this formula, charge and spin) in kcal/mol: 13.9
E_HOMO (alpha / beta) in hartree: -0.490 / -0.506
Multiplicity: 2

Geometry as XYZ:
```
59
Properties=species:S:1:pos:R:3:lowdin_charge:R:1
Re -0.13591 -0.52487 0.02879 1.316
C 0.82157 -3.65475 0.21212 -0.014
C -0.50047 -3.48055 0.88860 -0.281
C -1.20530 -4.58199 1.35212 0.020
C -2.42639 -4.41939 1.97332 0.007
C -2.92802 -3.14034 2.14016 0.029
C -2.19980 -2.07229 1.66120 -0.180
N -1.00692 -2.23460 1.02892 -0.026
C -2.65085 -0.68175 1.73681 -0.180
C -3.75397 -0.20078 2.43210 0.038
C -4.03252 1.15213 2.38269 0.005
C -3.20879 2.00267 1.65010 0.041
C -2.12302 1.46332 0.99444 -0.172
N -1.85996 0.14264 1.04990 -0.017
C -1.08394 2.14421 0.17379 -0.255
C -1.10503 3.55895 -0.03183 -0.015
C -0.15650 4.29579 -0.65114 -0.015
C 0.99134 3.88192 -1.42907 -0.017
C 1.03476 2.94689 -2.39017 -0.306
C 2.23219 2.68129 -3.24816 -0.003
N -0.16856 1.31074 -0.21057 -0.022
H 1.25592 -4.61770 0.47101 0.102
H 1.52377 -2.88132 0.51741 0.059
H 0.70658 -3.61717 -0.87362 0.086
H -0.77684 -5.56529 1.21836 0.134
H -2.98369 -5.27667 2.32534 0.133
H -3.87948 -2.97986 2.62459 0.125
H -4.37770 -0.86826 3.00799 0.126
H -4.88389 1.55036 2.91699 0.131
H -3.41991 3.06039 1.59953 0.125
H -1.90665 4.09831 0.45358 0.109
H -0.24661 5.37055 -0.52536 0.127
H 1.87978 4.49407 -1.32495 0.130
H 2.27322 3.36977 -4.09459 0.104
H 2.20854 1.66394 -3.63909 0.088
H 3.14703 2.81711 -2.67437 0.096
N 0.15823 -1.77920 -4.13957 0.130
C 0.31794 -1.40595 -2.87050 -0.785
S -1.17411 -1.26317 -1.92302 0.703
N 1.54984 -1.23034 -2.43832 0.029
N 1.57784 -0.89357 -1.11303 -0.202
C 2.70861 -0.66698 -0.54594 -0.033
C 2.69383 -0.28254 0.86912 -0.243
C 3.84624 0.03972 1.55685 0.023
C 3.74601 0.45289 2.87983 -0.001
C 2.49774 0.52209 3.47260 -0.009
C 1.38379 0.16827 2.72821 -0.077
N 1.47040 -0.22602 1.45575 -0.047
H -0.75677 -1.77759 -4.55939 0.108
H 0.96616 -1.84879 -4.73832 0.127
H 3.62955 -0.75707 -1.11259 0.150
H 4.80433 -0.02734 1.06005 0.133
H 4.63416 0.71971 3.43632 0.131
H 2.37840 0.84377 4.49695 0.126
H 0.38920 0.19203 3.15425 0.123
O -1.27335 1.14960 -4.20388 0.108
C -0.49428 2.00020 -3.93313 -0.276
O -0.07660 2.16870 -2.63282 -0.011
H -0.03117 2.69407 -4.64635 0.163
```



Record 4
This record from the OMol25 dataset describes C25H23N7O5OsS as an isolated structure. The level of theory is ωB97M-V/def2-TZVPD.

Results
Net charge: +2
Electronic energy in eV: -60253.7139
Gap between HOMO and LUMO in eV: 4.8
E_HOMO in hartree: -0.476

Geometry as XYZ:
```
62
Properties=species:S:1:pos:R:3:lowdin_charge:R:1
Os 0.45893 -0.26098 -0.10183 1.633
O -3.08597 -1.93650 0.24154 0.209
C -2.23338 -1.14511 0.03578 -0.464
O -0.90847 -1.53491 -0.13700 -0.199
C -2.36712 0.32820 -0.04797 -0.195
C -3.59531 0.97437 0.00028 0.054
C -3.59300 2.34258 -0.04312 0.061
C -2.37410 3.04369 -0.13265 -0.121
C -2.32531 4.45974 -0.16085 0.006
C -1.13055 5.10979 -0.22724 -0.030
C 0.07412 4.37355 -0.26860 -0.031
C 0.06789 3.00794 -0.24956 -0.030
C -1.16024 2.31363 -0.18194 -0.187
N -1.20427 0.94600 -0.14374 -0.033
H -4.49586 0.38348 0.08719 0.143
H -4.51951 2.90124 0.00054 0.140
H -3.25636 5.01015 -0.12008 0.131
H -1.09597 6.19021 -0.24116 0.124
H 1.01711 4.90213 -0.30941 0.122
H 1.00911 2.47429 -0.27463 0.085
N -0.94041 -4.72117 6.08501 0.161
C -0.72340 -3.58134 5.40090 -0.282
C -1.63748 -3.15522 4.41289 0.001
C -1.42526 -1.98725 3.73112 -0.041
C -0.29134 -1.21406 4.01019 -0.320
C 0.63018 -1.62588 4.98197 -0.051
C 0.41667 -2.79225 5.66631 -0.001
S -0.04004 0.26050 3.18156 0.661
O -1.25289 0.73924 2.59349 -0.264
O 0.85561 1.12014 3.87275 -0.233
N 0.82327 -0.25912 1.76012 -0.217
C 2.18815 -0.62425 1.75506 -0.439
N 2.97720 -0.81558 2.76499 0.197
C 4.24629 -1.10834 2.43739 -0.023
C 4.69608 -1.19861 1.12642 0.007
C 3.76885 -1.01091 0.11875 -0.053
N 2.50558 -0.73260 0.44083 -0.026
H -1.75974 -5.27828 5.92348 0.118
H -0.31305 -5.02141 6.80893 0.118
H -2.51845 -3.75021 4.21109 0.125
H -2.14658 -1.65642 2.99515 0.111
H 1.49027 -1.00742 5.19741 0.115
H 1.11136 -3.10803 6.43375 0.124
H 4.92333 -1.27254 3.26680 0.137
H 5.72902 -1.41888 0.90411 0.126
H 4.01459 -1.08670 -0.93168 0.132
N 0.57117 0.10089 -2.09677 0.032
C 0.63770 0.31970 -3.24291 -0.163
N 0.71146 0.56379 -4.49191 -0.037
C -0.41783 1.17776 -5.24076 -0.059
C -0.86129 0.19924 -6.31684 -0.170
O 0.23204 -0.16450 -7.13044 -0.099
C 1.22516 -0.85409 -6.40444 -0.170
C 1.82146 0.05077 -5.33776 -0.060
H -0.04341 2.09730 -5.69087 0.144
H -1.21898 1.41390 -4.54302 0.137
H -1.59970 0.67183 -6.96102 0.144
H -1.31176 -0.69025 -5.85812 0.137
H 1.99792 -1.14757 -7.11181 0.144
H 0.80689 -1.75816 -5.94388 0.138
H 2.30184 0.91534 -5.79588 0.144
H 2.53777 -0.47288 -4.70795 0.136
```